a) 45
Properties=species:S:1:pos:R:3:mulliken_spin:R:1 method="wB97M-V/def2-TZVPD" s2=0.757 total_charge=+2 lumo_ev="-6.9 / -6.9" homo_energy_ha="-0.533 / -0.545" gap_ev="7.6 / 7.9" multiplicity=2
Ge -0.103 -2.879 -0.314 -0.01
Ti 0.009 -0.223 0.224 0.88
Cl 1.689 -3.987 -0.695 0.00
Cl -1.795 -4.013 -0.951 0.00
Cl 0.001 -1.226 -1.932 0.01
N 0.005 0.194 2.102 -0.04
N 2.020 -0.005 0.220 -0.04
N -2.004 -0.012 0.216 -0.04
N 0.006 1.802 -0.006 0.02
C 0.014 0.875 4.771 0.03
C 2.979 -0.842 0.646 0.04
C 1.248 2.055 -0.782 0.00
C 4.692 0.714 0.073 0.02
C 4.320 -0.524 0.574 -0.01
C -4.676 0.709 0.064 0.02
C -3.686 1.589 -0.351 -0.01
C 0.000 -0.763 3.049 0.05
C -4.306 -0.526 0.576 -0.01
C 0.017 1.860 3.792 -0.02
C -1.230 2.036 -0.799 0.00
C -2.964 -0.844 0.651 0.04
C -2.367 1.191 -0.270 0.03
C 0.009 1.490 2.461 0.05
C 2.382 1.203 -0.256 0.03
C 3.702 1.600 -0.334 -0.01
C -0.008 2.488 1.318 0.00
C 0.002 -0.464 4.394 -0.01
H 0.019 1.148 5.817 0.00
H -2.642 -1.791 1.063 0.00
H 2.654 -1.793 1.049 0.00
H 1.519 3.112 -0.787 0.00
H -3.936 2.566 -0.744 0.00
H -1.036 1.717 -1.827 0.00
H 1.070 1.757 -1.819 0.00
H -0.004 -1.782 2.687 0.00
H 5.735 0.993 0.001 0.00
H -0.900 3.109 1.404 0.00
H -5.053 -1.232 0.909 0.00
H -0.006 -1.250 5.135 0.00
H -1.501 3.092 -0.833 0.00
H 5.067 -1.235 0.899 0.00
H 0.025 2.906 4.068 0.00
H 3.954 2.579 -0.718 0.00
H 0.857 3.148 1.405 0.00
H -5.719 0.988 -0.010 0.00


b) 45
Properties=species:S:1:pos:R:3:mulliken_spin:R:1 method="wB97M-V/def2-TZVPD" s2=0.754 total_charge=+2 lumo_ev="-7.1 / -6.8" homo_energy_ha="-0.552 / -0.569" gap_ev="7.9 / 8.7" multiplicity=2
Ge -0.931 2.938 0.601 -0.02
Ti -0.354 0.372 0.120 0.95
Cl 1.328 1.991 -0.157 0.01
Cl -1.318 4.367 -0.921 0.00
Cl -0.384 4.010 2.349 0.00
N -0.619 0.169 -2.016 -0.03
N -2.049 -0.922 0.421 -0.04
N 0.639 -1.506 -0.324 0.01
N 0.422 -0.263 2.041 -0.03
C 1.151 -1.426 -1.722 -0.01
C 0.131 -0.771 -2.615 0.03
C -0.874 -0.304 -4.723 0.01
C -1.638 0.675 -4.108 -0.01
C 1.854 -1.795 3.171 0.00
C -1.486 0.879 -2.751 0.03
C 0.029 0.231 3.224 0.03
C -1.766 -2.216 0.216 0.03
C 0.024 -1.042 -3.963 0.00
C -4.311 -1.491 0.922 0.00
C -2.734 -3.198 0.353 -0.01
C -0.357 -2.619 -0.171 -0.01
C -3.301 -0.569 0.768 0.03
C 1.448 -1.279 4.395 0.01
C -4.020 -2.833 0.710 0.01
C 1.327 -1.256 2.016 0.03
C 0.523 -0.246 4.422 -0.01
C 1.769 -1.662 0.637 -0.01
H -5.302 -1.165 1.201 0.00
H -2.343 1.275 -4.667 0.00
H 1.440 -2.413 -2.089 0.00
H 2.048 -0.803 -1.713 0.00
H 0.187 0.186 5.353 0.00
H -4.789 -3.585 0.822 0.00
H 2.571 -0.992 0.321 0.00
H 0.640 -1.809 -4.415 0.00
H -0.973 -0.492 -5.784 0.00
H 2.577 -2.598 3.116 0.00
H -3.478 0.488 0.921 0.00
H 0.018 -3.315 0.582 0.00
H -0.404 -3.172 -1.111 0.00
H 2.161 -2.681 0.616 0.00
H -2.479 -4.236 0.181 0.00
H -0.695 1.036 3.203 0.00
H -2.064 1.635 -2.232 0.00
H 1.851 -1.679 5.315 0.00


Stability check: which of them is least stable? a).


a) 20
Properties=species:S:1:pos:R:3:mulliken_spin:R:1 method="wB97M-V/def2-TZVPD" s2=2.015 total_charge=+1 lumo_ev="-7.9 / -9.7" homo_energy_ha="-0.540 / -0.539" gap_ev="6.8 / 5.0" multiplicity=3
Pt 12.570 23.295 11.138 1.26
Br 10.597 22.574 12.810 0.73
F 15.427 19.349 15.932 0.00
F 16.050 19.947 13.444 0.00
F 14.591 18.292 18.494 0.00
F 13.327 17.741 16.822 0.00
F 14.811 21.030 17.140 0.00
F 13.442 21.196 12.284 -0.01
F 15.043 18.998 11.799 0.00
F 12.564 19.451 13.360 0.00
O 13.388 20.137 15.600 0.00
C 13.642 21.107 14.558 0.01
C 14.378 19.841 16.577 0.00
C 14.906 19.456 13.056 0.00
C 13.825 18.762 17.516 0.00
C 13.642 20.327 13.213 0.01
H 14.573 21.673 14.552 0.00
H 12.783 21.777 14.558 0.01
H 12.893 19.078 17.983 0.00
H 14.854 18.538 13.642 0.00


b) 20
Properties=species:S:1:pos:R:3:mulliken_spin:R:1 method="wB97M-V/def2-TZVPD" s2=2.014 total_charge=+1 lumo_ev="-7.8 / -9.6" homo_energy_ha="-0.526 / -0.526" gap_ev="6.5 / 4.7" multiplicity=3
Pt -15.199 -5.261 -4.882 1.26
Br -13.273 -6.410 -3.884 0.73
F -11.496 -8.132 -1.206 0.00
F -9.027 -7.320 -2.077 0.00
F -9.435 -5.269 -1.397 0.00
F -13.626 -3.933 -0.772 0.00
F -11.588 -3.565 -1.496 0.00
F -10.978 -2.362 0.953 0.00
F -10.307 -7.277 0.424 0.00
F -13.018 -2.760 1.635 0.00
O -12.052 -6.193 -0.488 0.00
C -11.857 -5.075 0.335 0.00
C -12.246 -2.572 0.537 0.00
C -10.004 -6.433 -1.777 0.00
C -10.939 -7.010 -0.724 0.00
C -12.325 -3.803 -0.374 0.00
H -12.465 -5.150 1.241 0.00
H -10.841 -4.926 0.700 0.00
H -10.582 -6.238 -2.688 0.00
H -12.598 -1.683 0.005 0.00


Stability check: which of them is least stable? a).


a) 23
Properties=species:S:1:pos:R:3:lowdin_charge:R:1 method="wB97M-V/def2-TZVPD" lumo_ev=-1.3 homo_energy_ha=-0.332 gap_ev=7.7
S -4.035 0.190 0.458 0.63
N 0.034 -0.425 -0.185 -0.05
C -1.070 1.155 1.314 -0.12
C -2.534 -0.731 0.291 -0.65
C -1.294 0.211 0.160 -0.49
C 3.066 -0.886 -0.266 -0.11
C 2.137 -0.277 -1.343 -0.26
C 0.895 0.516 -0.892 -0.26
H -2.393 -1.413 1.144 0.07
H 1.228 1.211 -0.112 0.11
H -2.067 1.562 1.532 -0.01
H -0.185 -1.200 -0.793 0.09
H -0.666 0.630 2.191 0.09
H 0.502 1.114 -1.735 0.12
H 3.812 -0.148 0.070 0.07
H -1.520 0.795 -0.743 0.11
H 3.555 -1.804 -0.596 0.06
H 2.457 -1.144 0.608 0.06
H 1.782 -1.085 -2.009 0.10
H 2.708 0.404 -1.982 0.10
H -3.544 0.708 2.445 0.17
H -2.450 -1.372 -0.605 0.08
H -0.417 1.992 1.050 0.07


b) 23
Properties=species:S:1:pos:R:3:lowdin_charge:R:1 method="wB97M-V/def2-TZVPD" lumo_ev=0.9 homo_energy_ha=-0.318 gap_ev=9.6
S -0.819 -3.330 1.981 0.69
N 0.310 -0.900 -0.893 -0.08
C -0.015 -2.953 0.396 -0.55
C -1.376 1.570 -0.060 -0.08
C 0.151 1.431 0.070 -0.43
C 0.763 2.840 -0.101 -0.09
C 0.643 -1.583 0.343 -0.32
C 0.716 0.496 -0.988 -0.22
H 1.808 0.531 -1.001 0.12
H 0.760 3.329 0.881 0.07
H 0.393 -1.021 1.260 0.08
H -1.944 -3.852 1.481 -0.16
H 0.404 1.163 1.098 0.12
H 0.271 3.549 -0.762 0.07
H -0.746 -3.039 -0.403 0.06
H -1.735 2.379 0.567 0.08
H 1.734 -1.631 0.377 0.12
H 0.673 -3.764 0.144 0.07
H -1.864 0.641 0.247 0.07
H -0.642 -1.054 -1.190 0.10
H 1.820 2.735 -0.380 0.07
H 0.311 0.822 -1.945 0.12
H -1.612 1.642 -1.126 0.08


Stability check: which of them is least stable? a).


a) 48
Properties=species:S:1:pos:R:3:lowdin_charge:R:1 method="wB97M-V/def2-TZVPD" lumo_ev=0.7 homo_energy_ha=-0.321 gap_ev=9.4
O 3.640 0.375 1.861 0.08
O -0.099 -1.369 -0.844 0.08
O -0.475 1.037 1.225 0.15
O -0.251 1.267 -0.990 0.02
O 3.212 -2.060 -0.708 0.05
N -2.266 -1.580 -0.243 -0.05
N 2.328 0.396 0.008 0.14
C 4.554 -3.543 0.269 -0.05
C -5.875 -0.778 -0.330 -0.08
C 4.487 -2.398 1.091 0.01
C -2.098 -2.969 0.138 0.00
C 0.201 1.324 0.272 -0.44
C -1.211 -0.892 -0.711 -0.42
C -4.868 0.365 1.524 -0.07
C 3.595 2.975 -0.631 -0.06
C 2.083 2.775 -0.664 -0.37
C -5.988 0.058 0.767 -0.09
C -3.524 -1.000 0.083 -0.25
C -4.644 -1.310 -0.676 -0.01
C 3.650 -1.518 0.451 -0.18
C 3.759 -3.276 -0.807 -0.11
C -1.470 0.561 -1.141 -0.04
C -3.635 -0.165 1.189 -0.01
C 1.682 1.657 0.312 -0.19
C 1.357 4.063 -0.286 -0.05
C 3.214 -0.174 0.864 -0.42
H 3.515 -3.854 -1.676 0.12
H -4.955 1.015 2.381 0.11
H -4.548 -1.960 -1.532 0.12
H 3.884 3.774 -1.309 0.08
H 1.635 4.372 0.720 0.09
H -1.709 0.592 -2.206 0.15
H -6.949 0.470 1.034 0.10
H 1.973 1.921 1.335 0.16
H 3.919 3.234 0.374 0.09
H -6.746 -1.018 -0.921 0.10
H -1.094 -3.277 -0.147 0.09
H 4.978 -2.230 2.026 0.12
H 1.781 2.474 -1.672 0.14
H 0.279 3.925 -0.317 0.08
H 4.109 2.065 -0.929 0.08
H -2.267 1.029 -0.559 0.12
H 1.620 4.861 -0.976 0.08
H 1.913 -0.180 -0.714 0.13
H 5.113 -4.437 0.451 0.10
H -2.753 0.070 1.766 0.12
H -2.220 -3.082 1.217 0.10
H -2.836 -3.589 -0.372 0.09


b) 48
Properties=species:S:1:pos:R:3:lowdin_charge:R:1 method="wB97M-V/def2-TZVPD" lumo_ev=0.1 homo_energy_ha=-0.317 gap_ev=8.7
O 0.597 1.965 3.075 -0.04
O 1.273 0.531 -3.715 0.11
O 1.149 0.975 -1.553 0.12
O -0.268 -3.012 -0.181 0.06
O -2.314 3.301 1.521 0.08
N -1.604 -1.300 -0.852 -0.04
N -1.976 1.319 2.559 0.08
C 1.403 0.650 -0.268 -0.18
C -1.633 2.571 2.205 -0.49
C 1.804 0.079 2.406 0.01
C -0.287 3.028 2.792 -0.08
C 2.105 -0.512 0.086 -0.11
C -1.942 -0.579 -2.061 -0.14
C 1.084 1.226 2.041 -0.27
C 2.334 -0.990 -2.253 0.04
C 0.888 1.512 0.700 0.07
C -0.712 -2.614 -2.553 -0.07
C 2.571 -1.368 -0.976 -0.20
C -3.160 0.663 2.045 -0.16
C -2.978 0.175 0.603 -0.15
C -1.789 -0.772 0.482 -0.13
C 3.254 -2.652 -0.654 -0.02
C -0.810 -2.369 -1.059 -0.47
C -1.639 -1.577 -3.188 -0.13
C 2.295 -0.771 1.450 0.01
C 1.580 0.193 -2.597 -0.45
H -3.399 -0.171 2.707 0.12
H -2.560 -2.048 -3.529 0.11
H -1.172 -1.078 -4.034 0.11
H 2.673 -1.580 -3.091 0.13
H -0.477 3.508 3.756 0.14
H -2.820 1.049 -0.031 0.11
H -0.876 -0.248 0.793 0.10
H 0.326 -2.481 -2.858 0.10
H 4.102 -2.492 0.008 0.09
H 0.331 2.370 0.362 0.13
H 3.599 -3.140 -1.561 0.09
H 2.824 -1.659 1.752 0.12
H 2.540 -3.306 -0.152 0.09
H -2.993 -0.283 -2.054 0.12
H 0.161 3.770 2.122 0.14
H 1.947 -0.120 3.456 0.12
H -0.994 -3.641 -2.780 0.12
H -1.322 0.772 3.097 0.14
H -1.329 0.326 -2.152 0.12
H -1.914 -1.636 1.143 0.14
H -3.977 1.390 2.068 0.12
H -3.894 -0.326 0.289 0.12


Stability check: which of them is least stable? a).


a) 15
Properties=species:S:1:pos:R:3:lowdin_charge:R:1 method="wB97M-V/def2-TZVPD" total_charge=-1 lumo_ev=3.8 homo_energy_ha=-0.132 gap_ev=7.4
O 0.008 0.949 2.414 -0.14
O 0.378 1.485 0.270 -0.08
C 0.811 -1.307 -2.612 -0.16
C 0.997 -2.435 -1.614 -0.16
C -1.893 0.854 1.010 -0.05
C -0.312 1.161 1.221 -0.82
H 1.430 -0.506 -2.215 0.07
H 2.001 -2.540 -1.248 0.04
H -2.099 0.375 2.019 0.05
H -1.883 -0.093 0.282 0.08
H 0.275 -2.377 -0.722 0.10
H 1.210 -1.263 -3.592 0.05
H 0.893 -3.391 -2.140 0.04
H -0.125 -0.972 -2.687 0.01
H -2.412 1.660 0.796 -0.03


b) 15
Properties=species:S:1:pos:R:3:lowdin_charge:R:1 method="wB97M-V/def2-TZVPD" total_charge=-1 lumo_ev=3.9 homo_energy_ha=-0.087 gap_ev=6.3
O -1.113 -0.418 2.414 -0.10
O -0.574 1.590 -1.503 -0.35
C 1.033 -0.039 -0.705 -0.23
C -0.073 0.379 -1.742 -0.58
C 0.560 0.152 0.715 -0.24
C -0.690 -0.640 1.065 -0.30
H 1.862 0.638 -0.925 0.09
H -0.545 -1.708 0.936 0.11
H 0.422 0.192 -2.732 0.07
H 1.396 -1.064 -0.891 0.09
H -0.870 -0.414 -1.716 0.07
H 0.260 1.206 0.810 0.10
H -1.482 0.480 2.395 0.08
H 1.278 -0.013 1.532 0.10
H -1.465 -0.340 0.347 0.10


Stability check: which of them is least stable? b).


a) 15
Properties=species:S:1:pos:R:3:lowdin_charge:R:1 method="wB97M-V/def2-TZVPD" total_charge=-1 lumo_ev=4.0 homo_energy_ha=-0.087 gap_ev=6.4
O 0.983 -1.668 -1.895 -0.05
O -1.001 1.059 -0.096 -0.41
C 1.588 -0.990 0.323 -0.17
C 1.295 0.007 1.419 -0.14
C -2.347 1.149 -0.199 -0.47
C 1.150 -0.723 -0.900 -0.24
H -2.860 0.156 -0.305 0.03
H 0.132 -1.458 -2.295 0.09
H -2.835 1.647 0.675 0.02
H 0.831 0.278 -1.151 0.09
H 2.182 -1.873 0.540 0.08
H 2.211 0.283 1.951 0.05
H 0.570 -0.446 2.097 0.07
H -2.709 1.728 -1.092 0.02
H 0.810 0.851 0.926 0.03


b) 15
Properties=species:S:1:pos:R:3:lowdin_charge:R:1 method="wB97M-V/def2-TZVPD" total_charge=-1 lumo_ev=3.7 homo_energy_ha=-0.136 gap_ev=7.3
O -2.470 2.701 1.739 -0.12
O -2.092 0.636 0.944 -0.11
C 0.926 -2.433 -1.081 -0.19
C 0.607 -0.946 -1.143 -0.17
C -1.741 1.798 1.258 -0.82
C -0.245 2.086 1.196 -0.07
H 0.214 1.652 0.318 0.03
H 1.983 -2.655 -0.883 0.05
H 0.809 -0.483 -0.188 0.05
H 0.738 -3.067 -1.952 0.05
H 0.281 1.708 2.083 0.06
H -0.459 -0.848 -1.348 0.07
H 1.067 -0.456 -1.991 0.05
H 0.367 -2.842 -0.235 0.06
H 0.015 3.148 1.281 0.05


c) 15
Properties=species:S:1:pos:R:3:lowdin_charge:R:1 method="wB97M-V/def2-TZVPD" total_charge=-1 lumo_ev=3.8 homo_energy_ha=-0.136 gap_ev=7.5
O 0.713 0.805 -1.053 -0.13
O 2.474 -0.256 -0.291 -0.09
C -2.000 1.301 1.670 -0.17
C 1.462 -0.191 -0.980 -0.76
C -2.521 -0.128 2.058 -0.16
C 0.775 -1.507 -1.872 -0.03
H 1.292 -2.473 -1.797 0.03
H -0.908 1.591 1.856 0.09
H -0.066 -1.572 -1.250 0.00
H -2.510 1.989 2.295 0.02
H -1.708 -0.786 2.115 0.03
H 0.663 -1.041 -2.781 0.00
H -3.387 -0.448 1.359 0.08
H -2.114 1.590 0.651 0.04
H -3.056 -0.095 3.054 0.06


Stability check: which of them is least stable? a).